# 1
DFT (the ωB97M-V functional and the def2-TZVPD basis) results for C3H5NO3S in the gas phase at a distorted geometry.

Structure (XYZ):
```
13
Properties=species:S:1:pos:R:3:forces:R:3:nbo_charge:R:1
C 0.1572 0.0652 1.8934 3.07 -0.83 0.31 0.618
C 1.1066 -0.4179 -0.6428 0.43 -0.12 3.15 -0.560
C -0.2958 0.1195 -0.5701 -0.22 1.21 1.67 0.669
N -0.6330 0.4984 0.9632 0.71 -2.07 -4.62 -0.663
O 0.2536 0.3609 3.0432 -0.46 -0.20 0.82 -0.585
O -0.4047 1.2890 -1.2760 -1.09 0.33 -0.32 -0.682
O -1.1772 -0.8036 -1.0734 -1.45 2.41 -0.50 -0.699
S 1.5045 -1.0307 1.0696 -1.06 0.50 -0.07 0.055
H 1.1516 -1.1871 -1.3165 -0.44 -2.35 -1.51 0.222
H 1.9552 0.1214 -0.9501 0.37 2.01 -0.16 0.248
H -1.3159 1.1608 1.1275 -1.50 1.56 0.48 0.404
H -1.3614 1.4972 -1.3909 0.90 -0.24 -0.03 0.484
H -0.9407 -1.6730 -0.8771 0.73 -2.19 0.77 0.490
```
Forces are in eV/Å.

Calculated values
E_HOMO   -9.3 eV
Kohn-Sham gap   9.65 eV
Charge   0

=====

# 2
DFT (the ωB97M-V functional and the def2-TZVPD basis) results for C3H5NO3S in the gas phase at a distorted geometry.

Structure (XYZ):
```
13
Properties=species:S:1:pos:R:3:forces:R:3:nbo_charge:R:1
C -0.4159 0.0170 2.4365 -2.43 1.71 -0.78 0.527
C 1.2985 -0.3054 0.3896 -1.37 2.48 1.97 -0.553
C -0.0905 0.2351 0.0123 -1.95 -0.99 1.30 0.645
N -1.0548 -0.1440 1.1794 5.73 -0.55 -0.84 -0.664
O -1.0403 0.3847 3.4161 1.45 -1.11 -0.58 -0.572
O -0.0952 1.5963 -0.1703 0.00 0.97 -0.55 -0.719
O -0.6290 -0.3087 -1.1524 0.56 -0.20 -0.21 -0.707
S 1.3667 -0.1081 2.2447 -0.33 -0.32 -0.42 0.198
H 1.3610 -1.3107 0.1451 0.65 -1.81 -0.61 0.216
H 2.0114 0.4099 0.0020 0.42 -0.49 -0.37 0.250
H -1.9315 0.2109 1.0098 -2.43 1.09 0.22 0.400
H -0.0767 1.8048 -1.1361 -0.06 -0.47 1.10 0.499
H -0.2369 -1.1782 -1.2544 -0.23 -0.32 -0.24 0.479
```
Forces are in eV/Å.

Calculated values
E_HOMO   -9.7 eV
Kohn-Sham gap   10.06 eV
Charge   0

=====

Repeat the first record exactly.
DFT (the ωB97M-V functional and the def2-TZVPD basis) results for C3H5NO3S in the gas phase at a distorted geometry.

Structure (XYZ):
```
13
Properties=species:S:1:pos:R:3:forces:R:3:nbo_charge:R:1
C 0.1572 0.0652 1.8934 3.07 -0.83 0.31 0.618
C 1.1066 -0.4179 -0.6428 0.43 -0.12 3.15 -0.560
C -0.2958 0.1195 -0.5701 -0.22 1.21 1.67 0.669
N -0.6330 0.4984 0.9632 0.71 -2.07 -4.62 -0.663
O 0.2536 0.3609 3.0432 -0.46 -0.20 0.82 -0.585
O -0.4047 1.2890 -1.2760 -1.09 0.33 -0.32 -0.682
O -1.1772 -0.8036 -1.0734 -1.45 2.41 -0.50 -0.699
S 1.5045 -1.0307 1.0696 -1.06 0.50 -0.07 0.055
H 1.1516 -1.1871 -1.3165 -0.44 -2.35 -1.51 0.222
H 1.9552 0.1214 -0.9501 0.37 2.01 -0.16 0.248
H -1.3159 1.1608 1.1275 -1.50 1.56 0.48 0.404
H -1.3614 1.4972 -1.3909 0.90 -0.24 -0.03 0.484
H -0.9407 -1.6730 -0.8771 0.73 -2.19 0.77 0.490
```
Forces are in eV/Å.

Calculated values
E_HOMO   -9.3 eV
Kohn-Sham gap   9.65 eV
Charge   0

=====

Which value of E_HOMO does entry 1 give?
-9.3 eV